Density functional theory data (the ωB97M-V functional and the def2-TZVPD basis) for 4 unconnected molecules or ions with the total composition C26H40F9N2O9S2.

The geometry in XYZ format:
```
88
Properties=species:S:1:pos:R:3:forces:R:3:mulliken_charge:R:1
C -6.473 8.863 1.612 0.12 -0.13 -0.72 -0.9000
C -6.501 7.814 0.392 -2.40 1.08 0.60 0.5922
O -7.597 7.500 -0.084 3.63 0.14 0.74 -0.5043
O -5.239 7.375 -0.061 -2.28 -0.29 0.34 -0.1730
C -5.341 6.265 -0.985 2.02 -1.23 -0.53 -0.5254
C -4.001 5.383 -0.754 -0.87 0.58 -0.11 -0.6793
C -2.673 6.108 -1.282 -0.32 -0.85 -0.47 -0.5032
S -1.544 6.292 0.210 -0.03 -0.32 -0.20 -0.0056
C 0.230 6.137 -0.310 1.70 0.33 -0.68 -0.5469
C 1.189 5.482 0.789 -0.16 0.74 0.77 -0.5303
C 0.860 5.878 2.301 1.13 -0.93 0.51 -0.5117
C 1.740 4.879 3.239 -1.22 0.28 0.54 -0.8640
C 0.864 3.636 3.753 0.65 -0.83 0.09 -0.3559
C 1.406 2.210 3.219 -0.86 0.28 0.25 -0.6426
C 0.233 1.104 3.293 0.86 0.75 -1.11 -0.4701
S 0.121 0.231 4.920 -0.36 0.94 0.90 -0.0442
C -0.657 1.278 6.195 -4.60 1.44 3.20 0.3396
N -1.923 1.006 6.830 3.38 0.43 -2.11 -0.2190
N -2.212 1.937 7.753 3.59 2.80 -0.07 -0.3586
C -1.157 2.892 7.787 -2.42 -4.95 -2.18 0.0189
O -0.233 2.460 6.823 0.23 0.44 0.37 -0.2258
H -5.956 9.819 1.265 -0.48 -1.33 0.54 0.2751
H -7.550 9.136 1.866 1.50 -0.60 -0.50 0.2936
H -5.971 8.445 2.538 -0.44 0.48 -1.26 0.2691
H -6.205 5.560 -0.795 0.75 1.33 -0.25 0.3580
H -5.289 6.655 -2.056 -0.56 -0.52 1.37 0.3135
H -3.910 5.156 0.363 -0.21 0.15 -1.61 0.3322
H -4.140 4.417 -1.340 0.28 1.20 0.87 0.3722
H -2.143 5.356 -1.968 -0.40 1.38 1.07 0.3935
H -2.843 7.086 -1.828 0.30 -1.13 0.83 0.4569
H -1.689 7.596 0.654 0.23 -0.74 -0.72 0.2763
H 0.600 7.191 -0.558 -0.62 -1.55 0.20 0.3869
H 0.290 5.471 -1.242 -0.56 1.19 1.19 0.4298
H 2.242 5.886 0.573 -1.55 -0.68 0.13 0.3298
H 1.234 4.350 0.717 -0.32 1.40 -0.11 0.1770
H -0.225 5.683 2.609 1.39 0.52 -0.65 0.3223
H 1.183 6.944 2.572 -0.72 -1.39 -0.74 0.3042
H 2.008 5.496 4.164 0.09 -0.98 -1.40 0.3732
H 2.657 4.473 2.695 -1.08 0.86 0.79 0.4479
H -0.246 3.705 3.485 1.46 0.18 0.26 0.3842
H 0.939 3.595 4.890 -0.31 0.08 -1.52 0.1609
H 1.786 2.264 2.136 -0.61 0.05 1.49 0.3129
H 2.268 1.891 3.884 -0.99 0.24 -0.95 0.3096
H -0.771 1.507 2.943 1.22 -0.39 0.62 0.3842
H 0.530 0.302 2.523 -0.58 0.71 1.52 0.0737
H -1.095 3.782 8.478 0.42 -1.24 -1.34 0.3520
C -1.379 -4.341 -1.536 0.20 0.19 0.35 -0.9977
C -2.005 -3.896 -0.229 -0.55 -0.15 -0.76 -0.4238
O -1.060 -4.017 0.847 0.79 0.59 0.69 -0.2850
C -0.181 -3.010 0.974 -1.40 -0.26 -1.23 0.2616
O -0.142 -2.045 0.257 0.44 -0.17 0.71 -0.5397
C 0.729 -3.250 2.175 1.15 -0.47 1.44 1.0621
F 1.184 -4.515 2.231 -0.52 0.34 -0.23 -0.2620
F 0.093 -3.018 3.339 -0.23 0.10 -0.54 -0.2793
F 1.815 -2.456 2.172 -0.52 0.04 -0.42 -0.2505
H -0.977 -5.351 -1.443 -0.19 0.07 0.05 0.3238
H -2.117 -4.328 -2.340 0.00 0.00 0.09 0.3782
H -0.550 -3.691 -1.816 -0.20 0.07 0.08 0.3424
H -2.846 -4.546 0.018 0.25 0.00 0.29 0.3701
H -2.394 -2.877 -0.292 0.25 0.00 0.13 0.3198
C 3.497 -5.028 0.504 -0.02 0.05 -0.37 -0.8706
C 4.713 -5.930 0.579 -0.20 0.42 0.58 -0.4518
O 4.773 -6.793 -0.568 0.42 -0.19 -0.91 -0.3103
C 5.295 -6.253 -1.684 -0.15 0.80 1.56 0.3162
O 5.695 -5.123 -1.768 -0.08 -0.66 -0.50 -0.5134
C 5.342 -7.289 -2.803 -0.03 -1.24 -1.40 0.9428
F 4.198 -7.992 -2.902 0.16 0.43 0.32 -0.2509
F 6.329 -8.186 -2.612 -0.15 0.46 0.33 -0.2614
F 5.554 -6.737 -4.010 -0.05 0.26 0.63 -0.2475
H 2.588 -5.621 0.378 0.10 -0.02 0.15 0.3020
H 3.406 -4.430 1.410 0.11 -0.11 -0.06 0.2898
H 3.561 -4.353 -0.352 0.11 0.01 0.09 0.3448
H 4.638 -6.577 1.455 0.02 -0.20 -0.30 0.3760
H 5.636 -5.355 0.682 -0.05 -0.07 -0.26 0.3256
C 1.705 -7.083 -8.086 -0.34 -0.07 0.07 -1.1695
C 2.364 -6.372 -6.920 0.48 -0.33 -0.61 -0.0848
O 1.381 -5.710 -6.107 -0.61 0.05 0.89 -0.3247
C 0.739 -6.485 -5.214 1.35 -0.59 -1.15 0.1021
O 0.934 -7.660 -5.070 -0.54 0.62 0.38 -0.4992
C -0.236 -5.648 -4.389 -1.23 0.82 0.78 1.1974
F -0.962 -4.802 -5.146 0.39 -0.32 -0.07 -0.2651
F 0.408 -4.888 -3.476 0.42 -0.48 -0.68 -0.2762
F -1.118 -6.399 -3.711 0.58 -0.18 -0.46 -0.2601
H 1.087 -6.387 -8.659 0.16 0.01 0.00 0.2998
H 2.457 -7.516 -8.747 -0.01 0.05 0.07 0.3917
H 1.047 -7.882 -7.738 0.15 -0.01 0.01 0.3241
H 3.033 -5.595 -7.295 -0.24 0.14 0.22 0.3403
H 2.968 -7.056 -6.319 -0.25 0.04 0.11 0.2334
```
Positions in Å, forces in eV/Å.

Values from the calculation:
**2S+1**: 1
**E_LUMO**: -3.41 eV
**Strongest force on any atom**: 5.921 eV Å⁻¹
**Energy**: -3496.14624 a.u.
**Charge**: +1
**Kohn-Sham gap**: 0.2782 Ha
**HOMO energy**: -10.9800 eV
**Energy above the lowest of the compared OMol25 structures with the same formula, charge and spin**: 0.00 kJ/mol

***

Density functional theory data (the ωB97M-V functional and the def2-TZVPD basis) for a molecular structure, C26H40N4O5PPtS2Te.

The geometry in XYZ format:
```
80
Properties=species:S:1:pos:R:3:forces:R:3:mulliken_charge:R:1
Pt 0.145 -4.000 -0.359 0.23 -0.76 0.30 1.4791
O 3.796 -3.553 -2.009 -0.14 -0.50 -0.39 -0.5642
C 4.186 -3.511 -0.655 0.16 0.03 0.35 -0.3765
C 4.122 -2.060 -0.234 -0.03 0.01 0.01 -1.0310
C 2.706 -1.469 -0.262 0.15 0.05 0.07 -0.1513
C 1.939 -1.720 1.001 -0.21 0.01 0.04 1.0706
C 2.242 -0.924 2.112 0.18 -0.05 0.10 -0.6014
C 1.609 -1.116 3.317 0.05 0.03 0.00 -0.6031
C 0.636 -2.103 3.405 -0.08 0.01 0.00 -0.8001
C 0.348 -2.830 2.274 0.03 -0.10 0.09 -0.3221
N 0.979 -2.655 1.099 0.15 0.00 -0.36 -0.2801
H 3.502 -4.451 -2.225 -0.08 0.23 0.12 0.3495
H 5.219 -3.870 -0.540 -0.03 -0.06 0.00 0.3208
H 3.546 -4.138 -0.024 -0.11 0.00 -0.08 0.2609
H 4.742 -1.498 -0.937 0.00 0.04 0.01 0.4222
H 4.565 -1.928 0.759 0.01 -0.06 -0.01 0.3168
H 2.156 -1.819 -1.132 0.06 -0.14 0.03 -0.0020
H 2.783 -0.384 -0.346 -0.05 -0.28 -0.06 -0.1065
H 2.990 -0.150 1.995 -0.02 0.00 -0.03 0.3883
H 1.853 -0.500 4.174 0.01 0.00 0.01 0.4272
H 0.099 -2.296 4.323 -0.01 -0.02 -0.01 0.4206
H -0.406 -3.607 2.282 0.02 -0.01 0.00 0.4469
O 1.503 1.102 -0.059 -0.11 0.29 0.05 -0.3286
P 0.368 2.047 -0.074 -0.34 0.40 0.10 -1.5503
N 0.025 2.809 -1.513 0.12 -0.14 0.09 0.4831
C 0.790 3.979 -1.958 -0.01 0.04 -0.02 -0.3793
C 0.543 4.052 -3.481 -0.02 0.00 0.00 -0.7042
C -0.489 2.954 -3.769 0.02 0.01 0.00 -0.7013
C -0.217 1.940 -2.669 -0.04 -0.02 -0.05 -0.1235
N -1.063 1.359 0.332 0.20 -0.06 -0.09 1.3430
C -2.363 2.022 0.215 -0.02 0.04 -0.01 -0.6225
C -3.329 1.024 0.850 -0.01 0.06 0.10 -0.0991
C -2.468 0.308 1.890 -0.02 -0.03 0.01 -0.7467
C -1.138 0.145 1.162 -0.08 -0.16 0.02 1.4547
N 0.605 3.346 0.990 0.00 -0.13 -0.09 0.2739
C 0.089 3.160 2.354 0.02 0.02 0.03 -0.0958
C 0.752 4.289 3.127 0.02 -0.01 0.00 -0.7889
C 2.168 4.288 2.552 -0.01 0.01 0.00 -0.6765
C 1.974 3.899 1.078 0.01 0.03 0.01 -0.5703
H 1.862 3.873 -1.759 0.00 0.00 0.00 0.2593
H 0.438 4.868 -1.431 0.00 -0.01 0.01 0.2926
H 1.470 3.842 -4.017 0.00 0.00 0.00 0.2922
H 0.202 5.039 -3.791 0.00 0.00 0.00 0.3290
H -0.388 2.530 -4.768 0.00 0.00 0.01 0.3753
H -1.504 3.344 -3.662 0.01 0.00 0.00 0.3123
H 0.654 1.316 -2.903 0.00 0.01 -0.01 0.2929
H -1.053 1.271 -2.465 -0.04 -0.07 0.00 -0.1812
H -2.605 2.236 -0.828 0.00 -0.01 0.01 0.2427
H -2.370 2.977 0.757 0.00 0.00 -0.04 0.2923
H -3.660 0.311 0.100 -0.08 -0.16 -0.13 -0.3321
H -4.208 1.512 1.272 0.01 -0.01 -0.01 0.4772
H -2.886 -0.650 2.198 0.01 0.02 0.00 0.4164
H -2.340 0.933 2.780 -0.01 0.01 -0.01 0.3278
H -1.141 -0.768 0.550 0.05 0.23 -0.04 -0.5543
H -0.287 0.098 1.838 0.01 -0.06 0.01 -1.0558
H 0.388 2.192 2.784 -0.01 -0.01 0.00 -0.0631
H -0.999 3.212 2.367 0.01 0.01 0.02 0.1287
H 0.726 4.128 4.205 0.00 0.01 0.00 0.3915
H 0.248 5.232 2.905 -0.01 0.00 -0.01 0.3414
H 2.777 3.540 3.063 -0.02 -0.02 0.00 0.2722
H 2.669 5.250 2.658 0.02 -0.01 0.01 0.3655
H 2.712 3.157 0.762 0.01 0.02 -0.01 0.2973
H 2.068 4.769 0.424 -0.02 0.01 0.01 0.3078
Te -0.474 -2.297 -2.126 -0.32 0.52 -0.01 -0.1816
C -2.543 -2.026 -1.758 -0.03 -0.16 -0.06 -0.0995
C -3.212 -2.703 -0.735 0.06 0.05 -0.03 0.0063
C -4.586 -2.575 -0.578 -0.01 0.04 0.03 -0.6770
C -5.324 -1.764 -1.431 0.02 0.05 0.04 -0.5240
C -4.668 -1.080 -2.446 0.02 0.03 0.02 -0.5778
C -3.295 -1.211 -2.607 0.02 -0.01 0.01 -0.4179
H -2.647 -3.364 -0.088 -0.03 0.00 0.01 0.3171
H -5.085 -3.124 0.212 0.01 0.00 0.00 0.3798
H -6.396 -1.670 -1.310 0.00 -0.01 0.00 0.3610
H -5.229 -0.449 -3.127 0.00 0.00 0.00 0.3608
H -2.808 -0.698 -3.429 0.03 0.04 -0.01 0.3741
O -0.018 -8.099 -0.073 -0.20 0.10 0.25 -0.6320
S 0.507 -6.820 -0.479 0.53 -0.36 -0.49 0.9304
O 0.752 -5.881 0.684 -0.12 0.69 0.07 -0.7298
O 1.677 -6.905 -1.337 -0.07 0.12 0.18 -0.5795
S -0.926 -5.687 -1.456 0.07 0.18 -0.15 -0.3704
```
Positions in Å, forces in eV/Å.

Values from the calculation:
**2S+1**: 1
**E_LUMO**: 2.13 eV
**Strongest force on any atom**: 0.849 eV Å⁻¹
**Energy**: -3135.24766 a.u.
**Charge**: -1
**Kohn-Sham gap**: 0.2260 Ha
**HOMO energy**: -4.0173 eV
**Energy above the lowest of the compared OMol25 structures with the same formula, charge and spin**: 0.00 kJ/mol

***

Density functional theory data (the ωB97M-V functional and the def2-TZVPD basis) for a molecular structure, C26H41BiBrF5N4OS2SbSi3Te.

The geometry in XYZ format:
```
86
Properties=species:S:1:pos:R:3:forces:R:3:mulliken_charge:R:1
Bi 1.093 -0.642 -1.536 1.22 -0.41 0.30 1.2860
C 4.361 -6.151 -1.746 -0.10 0.06 0.03 -1.4210
C 2.982 -5.551 -1.686 0.16 -0.03 -0.04 0.7296
C 1.869 -6.284 -1.300 -0.10 -0.10 0.05 -0.4028
C 0.619 -5.684 -1.217 -0.02 -0.05 0.01 -0.7256
C 0.563 -4.346 -1.541 0.01 0.05 -0.04 0.3358
Br -1.120 -3.415 -1.478 -0.02 -0.05 0.04 -0.1799
N 1.583 -3.613 -1.919 0.10 -0.05 0.03 -0.0447
C 2.776 -4.211 -1.993 -0.08 0.12 -0.05 -0.5835
H 4.316 -7.233 -1.857 -0.01 0.02 -0.02 0.4511
H 4.904 -5.923 -0.827 -0.01 0.00 -0.01 0.2366
H 4.937 -5.735 -2.572 -0.02 -0.01 0.00 0.3657
H 1.970 -7.338 -1.065 0.00 0.05 0.01 0.4259
H -0.263 -6.233 -0.921 0.03 0.02 -0.01 0.4278
H 3.602 -3.585 -2.306 -0.02 0.01 0.01 0.4698
C -4.627 1.620 0.020 -0.20 0.13 -0.15 -1.0065
Si -3.121 0.601 0.367 0.17 -0.08 -0.13 0.5624
C -2.339 1.160 1.953 0.13 0.10 0.26 -0.6377
C -3.559 -1.203 0.386 -0.01 -0.26 0.00 -0.9271
Sb -1.357 0.952 -1.491 -0.88 0.45 -0.03 -0.4206
Si -0.803 3.481 -1.300 0.06 -0.26 -0.01 0.4122
C -2.410 4.385 -1.109 -0.25 0.11 0.02 -1.1105
C 0.082 3.987 -2.840 0.15 0.02 -0.25 -1.0485
C 0.247 3.667 0.212 0.21 0.00 0.22 -0.6306
Si -2.628 0.611 -3.727 0.19 0.11 0.21 0.4051
C -4.295 1.414 -3.618 -0.21 0.12 0.05 -0.9786
C -2.769 -1.216 -3.981 -0.01 -0.29 -0.04 -0.9468
C -1.560 1.413 -5.011 0.15 0.11 -0.18 -0.9855
H -5.324 1.496 0.858 0.04 0.02 -0.05 0.4054
H -5.138 1.300 -0.889 0.00 0.03 0.09 0.2462
H -4.398 2.682 -0.073 -0.05 -0.05 0.02 0.2302
H -2.956 0.836 2.800 0.05 0.05 -0.05 0.4040
H -2.273 2.253 1.989 0.00 -0.09 0.02 0.3118
H -1.334 0.757 2.095 -0.01 0.00 0.03 -0.0316
H -4.400 -1.375 1.067 0.07 0.00 -0.05 0.4176
H -2.724 -1.825 0.719 -0.07 0.03 -0.02 0.2000
H -3.859 -1.547 -0.609 -0.01 0.01 0.09 0.2529
H -3.176 4.031 -1.804 0.05 0.08 0.05 0.2287
H -2.241 5.448 -1.312 -0.03 -0.06 0.03 0.4428
H -2.796 4.298 -0.090 -0.01 0.02 -0.07 0.2893
H -0.604 4.072 -3.685 0.06 0.03 0.03 0.3268
H 0.871 3.278 -3.098 -0.03 0.08 -0.01 0.2739
H 0.547 4.967 -2.683 -0.04 -0.05 -0.02 0.4277
H -0.285 3.372 1.121 0.05 0.02 -0.03 0.2100
H 0.552 4.713 0.319 -0.04 -0.06 0.02 0.4884
H 1.156 3.066 0.126 -0.04 0.07 0.02 0.0310
H -4.994 0.798 -3.047 0.02 0.06 -0.05 0.2890
H -4.706 1.538 -4.626 0.02 -0.02 0.07 0.4188
H -4.245 2.401 -3.151 -0.05 -0.06 -0.07 0.2517
H -3.181 -1.713 -3.100 -0.01 0.00 -0.08 0.2055
H -1.796 -1.667 -4.198 -0.08 -0.01 0.02 0.3096
H -3.433 -1.427 -4.827 0.06 0.01 0.05 0.4203
H -1.593 2.501 -4.917 0.02 -0.08 -0.05 0.2321
H -1.907 1.151 -6.016 0.02 0.02 0.07 0.4141
H -0.516 1.100 -4.922 -0.05 0.03 -0.05 0.3136
S 4.389 2.631 -1.492 -0.11 -0.05 0.01 -0.3019
C 3.041 1.840 -1.610 0.08 -0.08 0.00 0.5931
N 1.975 1.293 -1.694 -0.06 0.20 -0.04 -0.8330
S 1.235 -0.852 5.292 -0.13 -0.03 -0.13 -0.1314
C 1.106 -0.693 3.529 -0.05 0.07 0.22 0.3444
C 1.772 0.304 2.826 0.04 0.12 -0.04 -0.8599
C 1.675 0.345 1.454 -0.15 0.01 -0.13 -0.7934
N 0.931 -0.538 0.769 0.05 -0.06 0.11 1.1420
C 0.275 -1.499 1.438 0.03 0.05 0.01 -0.3703
C 0.339 -1.605 2.809 -0.01 -0.18 -0.03 -0.6732
C 0.953 0.854 5.743 0.07 0.00 -0.14 0.0436
C -0.346 1.335 5.831 0.02 -0.03 -0.01 -0.0732
C -0.527 2.681 6.114 0.13 0.15 0.03 -0.4874
N 0.481 3.535 6.307 0.03 -0.23 -0.01 -0.5627
C 1.720 3.047 6.255 -0.17 0.11 0.04 -0.4108
C 2.011 1.716 5.981 0.04 -0.02 0.06 -0.0232
H 2.397 1.027 3.329 -0.01 0.00 -0.01 0.5409
H 2.219 1.079 0.874 -0.01 -0.05 0.01 0.3931
H -0.318 -2.190 0.848 0.08 0.00 0.03 0.0495
H -0.197 -2.398 3.315 -0.01 0.05 -0.04 0.5516
H -1.192 0.673 5.687 0.02 0.05 -0.02 0.4504
H -1.527 3.096 6.189 0.06 -0.02 -0.01 0.3952
H 2.524 3.753 6.438 -0.04 -0.03 -0.01 0.3805
H 3.036 1.364 5.963 -0.04 0.02 -0.04 0.4789
F 5.299 -2.258 2.033 0.25 -0.12 0.18 -0.3936
Te 4.475 -1.698 0.482 0.54 -0.32 -0.37 2.2903
F 4.478 -0.057 1.355 -0.46 0.32 0.41 -0.4234
F 6.122 -1.217 -0.186 0.19 0.30 -0.18 -0.4236
F 4.918 -3.356 -0.224 -0.15 -0.35 -0.24 -0.4465
F 3.006 -2.579 1.237 -0.48 0.21 0.44 -0.5141
O 3.428 -1.066 -0.839 -0.30 -0.06 -0.40 -1.0004
```
Positions in Å, forces in eV/Å.

Values from the calculation:
**2S+1**: 1
**E_LUMO**: -3.43 eV
**Strongest force on any atom**: 1.319 eV Å⁻¹
**Energy**: -6770.61654 a.u.
**Charge**: +1
**Kohn-Sham gap**: 0.2839 Ha
**HOMO energy**: -11.1513 eV
**Energy above the lowest of the compared OMol25 structures with the same formula, charge and spin**: 79.04 kJ/mol

***

Q: 2S+1 of number 2 (C26H40N4O5PPtS2Te)?
A: 1